# C40H34CdF2N4O3P

A molecular structure, C40H34CdF2N4O3P (the ωB97M-V functional and the def2-TZVPD basis, the OMol25 dataset).

Last column: Mulliken charge in e.
Geometry (Å):
Cd 0.37972 -0.28589 -0.17330  1.934
O 1.23838 4.41363 1.85987  -0.639
C 0.40319 4.30366 2.90959  0.279
C 0.02160 5.47101 3.57847  -0.685
C -0.85042 5.40363 4.65033  -0.261
C -1.35970 4.17627 5.07719  -0.871
C -0.97306 3.02181 4.41607  -0.420
C -0.09537 3.05939 3.33410  0.165
C 0.28758 1.81474 2.58258  -0.174
O 0.91751 1.94887 1.48998  0.547
N -0.07640 0.67324 3.13715  -1.013
N 0.23115 -0.34403 2.27806  0.334
C 0.48401 -1.45902 2.83600  -0.797
C 0.82606 -2.66257 2.05050  0.648
C 1.12801 -3.85790 2.68836  -0.781
C 1.48997 -4.94999 1.91737  -0.219
C 1.53389 -4.82181 0.53868  -0.751
C 1.20142 -3.59547 -0.01695  -0.283
N 0.85869 -2.54927 0.72500  0.272
H 1.27515 3.49153 1.46168  0.139
H 0.42255 6.41635 3.22924  0.430
H -1.14439 6.31724 5.15530  0.377
H -2.04209 4.12440 5.91710  0.401
H -1.33877 2.05149 4.72712  0.451
H 0.48361 -1.52291 3.92086  0.327
H 1.08137 -3.91932 3.76876  0.372
H 1.73536 -5.89293 2.39013  0.399
H 1.81559 -5.64899 -0.09804  0.370
H 1.19795 -3.43500 -1.08956  0.414
C -2.28576 2.44473 0.73046  -0.477
C -3.28839 1.85834 -0.22391  0.220
O -3.12533 0.77604 -0.73641  -0.594
C -4.53296 2.65299 -0.55282  0.553
C -5.23531 2.34179 -1.71188  -0.508
C -6.37382 3.05684 -2.05329  -0.556
C -6.82630 4.07996 -1.22496  -0.352
C -6.13452 4.38656 -0.06064  -0.729
C -4.98309 3.68004 0.26829  -0.255
H -1.29942 2.02396 0.55297  -0.763
H -2.57396 2.19546 1.75801  0.718
H -2.22137 3.53097 0.64616  0.422
H -4.87038 1.53021 -2.33045  0.443
H -6.91139 2.81688 -2.96332  0.373
H -7.71774 4.63805 -1.48799  0.367
H -6.48509 5.18063 0.58785  0.381
H -4.44014 3.92508 1.17380  0.460
N 2.40181 0.12447 -0.70577  -1.256
P 2.70535 1.48723 -1.34040  1.836
C 3.94586 2.50171 -0.45429  -0.267
C 4.65499 3.54746 -1.04334  -0.185
C 5.59273 4.26379 -0.31015  -0.710
C 5.82774 3.93479 1.02052  -0.509
C 5.12803 2.89098 1.61191  -0.654
C 4.19189 2.17186 0.87578  -0.325
C 3.47409 1.37803 -3.01892  0.127
C 3.14147 2.17086 -4.11322  -0.050
C 3.72649 1.95229 -5.35981  -0.729
C 4.65529 0.93744 -5.52302  -0.397
C 4.99793 0.13743 -4.43688  -0.651
C 4.40641 0.34984 -3.20042  -0.416
C 1.31732 2.64945 -1.63930  0.133
C 1.20092 3.90807 -1.05827  -0.767
C 0.04344 4.66192 -1.22906  -0.520
C -1.00633 4.16628 -1.99050  -0.663
C -0.90066 2.91213 -2.58250  -1.043
C 0.25171 2.16071 -2.40373  -0.359
H 4.47399 3.80241 -2.08288  0.391
H 6.14198 5.07402 -0.77451  0.392
H 6.55682 4.49438 1.59445  0.370
H 5.30789 2.63899 2.64963  0.392
H 3.62938 1.35007 1.30752  0.410
H 2.42187 2.97326 -3.99832  0.344
H 3.44803 2.57349 -6.20248  0.390
H 5.10498 0.76253 -6.49344  0.365
H 5.71815 -0.66225 -4.56118  0.385
H 4.63274 -0.29761 -2.36039  0.408
H 2.00972 4.30335 -0.45281  0.342
H -0.04060 5.62585 -0.74411  0.402
H -1.91353 4.74622 -2.10994  0.424
H -1.71854 2.51502 -3.17321  0.389
H 0.32596 1.17548 -2.85299  0.873
F -1.60557 -2.31576 -1.25194  -0.309
C -0.92818 -1.17981 -1.73023  -0.076
F -0.06798 -1.70488 -2.71820  -0.332
H -1.68579 -0.63459 -2.28916  0.178

## Properties
- HOMO-LUMO gap: 7.1 eV
- ΔE to the lowest compared entry with this formula, charge and spin: 22.6 kcal/mol
- HOMO level: -4.56 eV
- Multiplicity: 1
- Total charge: -1


# C26H37BaN4O4S2

A molecular structure, C26H37BaN4O4S2 (the ωB97M-V functional and the def2-TZVPD basis, the OMol25 dataset).

Last column: Mulliken charge in e.
Geometry (Å):
Ba -1.29303 0.17667 -0.15855  1.371
C 1.16484 -2.14840 -3.19830  -1.488
C 1.69434 -0.76950 -2.80451  0.821
C 2.32578 -0.05639 -4.00199  -1.601
C 2.67212 -0.83673 -1.64702  1.496
C 3.75232 -1.70843 -1.70541  -0.238
C 4.67117 -1.78166 -0.67176  -1.642
C 4.50246 -0.98246 0.44539  -0.290
C 3.43659 -0.09476 0.54675  0.941
C 3.26647 0.71642 1.81896  0.643
C 3.07675 -0.20391 3.02758  -1.415
C 4.43603 1.67713 2.03654  -1.566
C 2.53069 -0.00399 -0.52404  -0.978
N 1.43233 0.88515 -0.45998  -0.184
C 1.65922 2.15320 -0.55324  -0.565
C 0.67248 3.16610 -0.42920  0.387
C 0.88364 4.54632 -0.55784  -1.814
C -0.35082 5.14657 -0.34253  -0.674
C -1.25922 4.09672 -0.08902  -0.244
N -0.65214 2.90404 -0.13965  0.050
C -2.73107 4.25673 0.22716  2.783
C -3.40978 2.90597 0.44079  -1.462
C -3.42758 4.98166 -0.93212  -1.734
C -2.88191 5.09576 1.50380  -1.758
H 0.39867 -2.05538 -3.96919  0.441
H 0.70810 -2.65298 -2.34608  0.278
H 1.96414 -2.78276 -3.58993  0.283
H 0.84479 -0.16362 -2.48335  0.176
H 3.19915 -0.60736 -4.35995  0.329
H 2.65114 0.95021 -3.73256  0.342
H 1.61154 0.02053 -4.82426  0.435
H 3.87704 -2.34083 -2.57666  0.318
H 5.50900 -2.46527 -0.73346  0.366
H 5.20943 -1.05501 1.26432  0.328
H 2.36169 1.31465 1.72106  0.263
H 3.96361 -0.82061 3.19442  0.308
H 2.22303 -0.86509 2.87779  0.215
H 2.90429 0.38534 3.93129  0.440
H 5.37841 1.13461 2.14389  0.289
H 4.28344 2.26564 2.94383  0.441
H 4.54138 2.36580 1.19633  0.340
H 2.68250 2.50681 -0.73210  0.290
H 1.82488 5.02787 -0.78151  0.436
H -0.57475 6.20278 -0.36135  0.529
H -3.39680 2.28591 -0.45699  0.144
H -4.45955 3.04821 0.70641  0.418
H -2.94216 2.36156 1.26683  0.041
H -3.34392 4.40096 -1.85221  0.374
H -2.97801 5.96056 -1.10757  0.350
H -4.48893 5.12420 -0.71126  0.433
H -2.39716 4.59987 2.34724  0.363
H -3.93898 5.23655 1.74599  0.430
H -2.42209 6.07808 1.38342  0.368
O -3.37567 -1.32097 0.67750  -0.592
S -3.80772 -1.42245 -0.75178  0.657
O -5.09643 -2.05528 -0.90958  -0.667
O -3.71370 -0.04702 -1.30943  -0.648
S -2.32046 -2.47458 -1.68442  -0.357
N -0.24779 -1.72449 1.66881  -0.707
C -0.82676 -2.72947 1.72283  0.631
N -1.44904 -3.87530 1.82491  0.102
C -2.88338 -3.91438 2.15204  -0.683
C -3.64351 -4.63598 1.05566  -0.256
O -3.05446 -5.91077 0.80111  -0.463
C -1.75544 -5.72641 0.25966  -0.280
C -0.84629 -5.10562 1.30461  -0.659
H -3.24463 -2.89318 2.23639  0.444
H -3.00159 -4.44425 3.10303  0.249
H -3.65533 -4.03252 0.14285  0.144
H -4.66855 -4.81382 1.37778  0.313
H -1.80785 -5.07917 -0.62162  0.148
H -1.37878 -6.71085 -0.02084  0.346
H 0.13351 -4.86497 0.89375  0.433
H -0.72165 -5.80192 2.14054  0.236

## Properties
- HOMO-LUMO gap: 7.2 eV
- ΔE to the lowest compared entry with this formula, charge and spin: 0.0 kcal/mol
- HOMO level: -4.84 eV
- Multiplicity: 1
- Total charge: -1


# C42H61F22N2O16

8 unconnected molecules or ions with the total composition C42H61F22N2O16 (the ωB97M-V functional and the def2-TZVPD basis, the OMol25 dataset).

Last column: Mulliken charge in e.
Geometry (Å):
C -1.64923 1.39119 1.03242  -1.935
C -2.27778 0.07663 1.51795  2.191
C -1.49310 -0.29945 2.78979  -1.623
C -3.76142 0.19983 1.88525  -3.399
C -4.81819 0.14963 0.75218  3.293
C -6.10513 -0.35787 1.43929  -1.447
C -7.34339 -0.51583 0.58495  -0.652
F -8.06393 0.68185 0.54154  -0.238
C -5.03736 1.59391 0.23597  -1.314
C -5.82523 1.76545 -1.08349  -0.754
C -5.05880 2.35717 -2.24290  0.078
N -4.33713 3.56279 -2.01909  -0.555
O -5.07331 1.85335 -3.33559  -0.532
C -4.42067 -0.85723 -0.34350  -2.554
C -2.93275 -0.97788 -0.69921  2.059
C -2.72198 -2.31190 -1.43989  -1.895
C -2.47448 0.13278 -1.66383  -1.025
N -2.09518 -1.02859 0.53303  0.791
O -2.12845 -2.18249 1.09780  -0.664
H -1.78528 2.14676 1.80594  0.458
H -0.57634 1.24550 0.90398  0.408
H -2.07468 1.78031 0.11733  0.399
H -1.25403 0.61707 3.33038  0.498
H -0.54353 -0.75918 2.51957  0.165
H -2.05426 -0.95755 3.44534  0.348
H -3.98212 -0.62252 2.56925  0.520
H -3.90041 1.12022 2.45882  0.318
H -5.87731 -1.34838 1.84089  0.591
H -6.35461 0.30123 2.27450  0.566
H -8.00180 -1.27123 1.01461  0.428
H -7.13708 -0.81034 -0.44319  0.220
H -4.08151 2.10719 0.14686  0.605
H -5.57772 2.12494 1.02315  0.656
H -6.64646 2.46510 -0.89311  0.495
H -6.29009 0.85266 -1.43722  0.292
H -3.34378 3.35783 -1.95681  0.284
H -4.59778 3.95616 -1.11951  0.350
H -4.74499 -1.84861 -0.01534  0.721
H -4.94293 -0.65954 -1.28086  0.488
H -3.04897 -2.22243 -2.47317  0.469
H -1.66739 -2.58561 -1.41481  0.311
H -3.26260 -3.12054 -0.95363  0.389
H -1.38971 0.22470 -1.59683  0.400
H -2.91807 1.09737 -1.44089  -0.868
H -2.70757 -0.14996 -2.68485  0.663
C -1.47827 -2.70467 -7.88727  -0.825
C -1.35267 -1.21146 -7.69492  -0.265
O -1.02296 -0.87880 -6.32563  -0.271
C 0.24755 -0.99861 -5.98696  0.273
O 1.16058 -1.34425 -6.67555  -0.537
C 0.42364 -0.57240 -4.51297  0.990
F -0.51821 -1.11538 -3.73522  -0.217
F 0.32903 0.75843 -4.40841  -0.276
F 1.61026 -0.94424 -4.05350  -0.266
H -2.20936 -3.11935 -7.19224  0.305
H -1.80040 -2.91208 -8.90604  0.162
H -0.52605 -3.20545 -7.71464  0.320
H -2.29997 -0.71040 -7.87823  0.338
H -0.60190 -0.78133 -8.35660  0.332
C -10.24870 3.03321 1.55272  -1.074
C -9.84232 2.43617 2.88037  0.063
O -9.77638 3.44976 3.90924  -0.338
C -10.92927 3.80378 4.45098  0.301
O -12.01544 3.37750 4.19522  -0.508
C -10.67933 4.86442 5.54688  0.930
F -9.84096 5.81309 5.12456  -0.247
F -10.14016 4.28029 6.62372  -0.253
F -11.81809 5.43845 5.90643  -0.240
H -9.57113 3.84306 1.27955  0.282
H -10.21085 2.27149 0.77547  0.304
H -11.25845 3.43989 1.59362  0.395
H -8.83879 2.02189 2.82355  0.061
H -10.52168 1.64421 3.19263  0.326
C 1.22830 -2.97947 1.01239  -0.861
C 2.18092 -4.13002 1.23669  -0.475
O 3.51000 -3.80957 0.75959  -0.326
C 4.25555 -3.07785 1.56372  0.335
O 3.97295 -2.65261 2.64464  -0.532
C 5.64080 -2.85526 0.91722  0.900
F 5.53506 -2.50027 -0.36417  -0.256
F 6.36237 -3.97879 0.98144  -0.269
F 6.30293 -1.89678 1.56041  -0.234
H 1.22155 -2.69394 -0.04077  0.280
H 0.21621 -3.26207 1.30161  0.365
H 1.52052 -2.10533 1.59455  0.291
H 1.87277 -5.00118 0.66423  0.372
H 2.22839 -4.41694 2.28614  0.385
C 7.54265 0.99480 2.05087  -0.940
C 8.01349 1.90803 0.94287  -0.255
O 7.78954 3.30027 1.26903  -0.319
C 8.68093 3.86157 2.06397  0.329
O 9.65571 3.36155 2.54110  -0.518
C 8.31270 5.34565 2.28301  0.925
F 7.01761 5.49530 2.56376  -0.264
F 8.58604 6.05221 1.18173  -0.268
F 9.01939 5.85231 3.28932  -0.217
H 6.49318 1.18137 2.27969  0.286
H 7.65670 -0.04034 1.74543  0.276
H 8.12160 1.15175 2.96044  0.341
H 7.44347 1.74410 0.03150  0.315
H 9.06865 1.75951 0.71745  0.329
C 3.02627 -7.70436 6.39789  -1.079
C 1.58608 -8.13455 6.56125  -0.221
O 0.68372 -7.01313 6.42988  -0.325
C 0.39974 -6.63623 5.19528  0.361
O 0.79942 -7.12432 4.17994  -0.525
C -0.59491 -5.45563 5.24716  0.926
F -0.21346 -4.54682 6.14726  -0.258
F -1.80630 -5.90497 5.59766  -0.273
F -0.69714 -4.85748 4.06896  -0.220
H 3.27008 -6.91353 7.10740  0.304
H 3.68671 -8.55149 6.57982  0.369
H 3.21375 -7.33053 5.39235  0.305
H 1.40243 -8.51923 7.56142  0.311
H 1.30927 -8.90255 5.84037  0.320
C 9.96213 8.33153 5.16596  -1.039
C 10.48215 7.33651 6.17717  -0.194
O 11.71535 7.79027 6.78032  -0.330
C 11.59384 8.67198 7.75691  0.319
O 10.58510 9.13154 8.20303  -0.508
C 12.99301 9.02342 8.31132  0.920
F 13.86209 9.26113 7.32726  -0.247
F 13.45784 8.00292 9.04181  -0.254
F 12.92952 10.09806 9.08503  -0.240
H 10.72007 8.53576 4.40914  0.294
H 9.07938 7.92915 4.67406  0.281
H 9.69412 9.27533 5.63950  0.378
H 10.73660 6.39282 5.70052  0.291
H 9.75200 7.13858 6.96079  0.330
C 1.31530 -5.03632 -14.21498  -1.092
C 0.59303 -5.31150 -12.91580  -0.232
O -0.03717 -4.11635 -12.40043  -0.290
C -1.19733 -3.79134 -12.94338  0.313
O -1.79034 -4.37027 -13.80303  -0.506
C -1.74411 -2.51962 -12.25835  0.909
F -0.80028 -1.58646 -12.12922  -0.250
F -2.18756 -2.82873 -11.02728  -0.287
F -2.75169 -2.00967 -12.94724  -0.244
H 2.03880 -4.23136 -14.08493  0.305
H 1.84480 -5.93172 -14.53856  0.370
H 0.61760 -4.74572 -14.99906  0.318
H 1.28796 -5.61364 -12.13620  0.307
H -0.15901 -6.09117 -13.02874  0.326

## Properties
- HOMO-LUMO gap (spin up / spin down): 9.0 / 9.8 eV
- HOMO level (spin up / spin down): -8.75 / -9.81 eV
- Expectation value of S²: 0.7541
- Multiplicity: 2
- Total charge: 0